Record 1
150
Properties=species:S:1:pos:R:3:forces:R:3 method="wB97M-V/def2-TZVPD" max_force_ev_per_a=4.96 e_lumo_ev=0.13 homo_lumo_gap_ev=8.2336
C 6.288 -3.575 2.799 0.360 0.299 -0.444
C 5.796 -4.965 3.178 0.286 0.369 0.430
N 4.353 -5.064 3.324 0.102 -0.704 0.481
C 3.770 -4.157 4.316 0.712 -1.071 0.042
C 4.484 -4.327 5.641 0.458 0.922 0.604
C 3.625 -5.019 2.092 0.052 0.497 -0.049
C 2.319 -5.770 2.222 -0.205 -0.165 -1.211
H 5.918 -3.298 1.811 -0.312 0.227 0.058
H 7.369 -3.482 2.695 0.166 -0.410 0.175
H 6.014 -2.822 3.538 -0.231 0.026 -0.099
H 6.140 -5.698 2.449 -0.198 -0.043 -0.105
H 6.259 -5.252 4.122 0.007 -0.085 0.044
H 3.820 -3.133 3.946 0.067 0.480 0.160
H 2.712 -4.355 4.492 -0.027 -0.361 -0.409
H 5.457 -3.837 5.636 0.000 0.324 -0.025
H 3.887 -3.837 6.410 0.106 -0.083 0.205
H 4.743 -5.334 5.967 -0.660 -0.267 -0.357
H 4.194 -5.414 1.250 0.281 -0.380 0.254
H 3.520 -3.964 1.839 -0.683 0.384 -0.425
H 2.008 -6.053 1.216 -0.228 0.021 -0.155
H 1.486 -5.192 2.622 0.191 -0.185 0.424
H 2.517 -6.718 2.722 -0.252 0.218 0.396
C 2.453 2.091 -1.647 0.905 -0.791 0.319
C 2.337 1.610 -0.171 -0.225 0.831 -1.625
N 0.959 1.596 0.268 -1.594 0.874 -0.066
C -0.057 0.912 -0.605 2.009 -1.773 0.508
C 0.330 -0.615 -0.765 -0.431 0.834 0.567
C 0.807 1.260 1.685 0.634 1.408 -0.196
C 1.398 2.376 2.603 -0.271 -0.316 -0.311
H 3.505 2.206 -1.909 0.295 -0.230 0.204
H 2.088 3.107 -1.796 -0.712 -0.311 0.053
H 2.096 1.339 -2.351 -0.483 0.378 -0.140
H 2.818 0.649 0.008 0.275 -0.384 -0.250
H 2.967 2.362 0.305 -0.477 -0.043 0.904
H -1.060 0.941 -0.178 0.216 0.398 0.342
H -0.125 1.324 -1.612 0.225 0.403 0.193
H -0.545 -1.157 -1.124 0.322 -0.184 -0.519
H 1.248 -0.747 -1.338 -0.354 -0.025 -0.529
H 0.578 -1.078 0.190 -0.195 0.210 0.309
H 1.348 0.332 1.872 -0.249 -0.444 0.471
H -0.260 1.202 1.902 0.071 -0.415 0.011
H 2.487 2.406 2.568 -0.028 -0.043 0.027
H 1.088 2.256 3.641 0.084 -0.333 0.049
H 1.025 3.360 2.317 -0.027 -0.023 -0.300
C -4.014 -1.147 -6.047 0.021 0.644 0.577
C -5.381 -0.971 -5.346 0.704 0.204 -0.093
N -6.268 -0.030 -6.067 -0.786 -0.337 -0.273
C -7.668 -0.189 -5.647 0.769 -0.821 0.097
C -8.256 -1.465 -6.227 0.001 0.578 0.135
C -5.894 1.366 -5.946 1.559 0.677 0.354
C -5.850 1.897 -4.500 -0.390 0.115 -0.029
H -4.090 -1.232 -7.131 -0.302 -0.109 0.077
H -3.456 -2.000 -5.661 -0.223 -0.163 0.034
H -3.369 -0.291 -5.845 0.005 0.184 -0.093
H -5.742 -1.977 -5.129 -0.955 0.031 -1.009
H -5.294 -0.659 -4.305 0.628 0.555 0.260
H -7.726 -0.186 -4.558 -0.077 -0.310 0.420
H -8.311 0.646 -5.927 0.363 0.207 -0.424
H -9.171 -1.607 -5.653 -0.304 -0.518 -0.559
H -8.395 -1.286 -7.294 -0.494 -0.175 0.039
H -7.610 -2.340 -6.162 -0.015 0.110 0.359
H -6.467 2.015 -6.608 -0.957 -0.325 0.320
H -4.930 1.590 -6.403 0.563 -0.681 0.097
H -6.762 1.587 -3.992 -0.072 0.338 0.153
H -5.764 2.983 -4.473 -0.207 0.047 -0.100
H -5.030 1.536 -3.879 0.171 -0.264 -0.331
C -2.686 5.780 1.224 -0.079 -0.964 -0.265
C -3.292 5.772 2.603 -0.267 0.560 0.163
O -3.865 4.449 2.920 0.346 0.292 -0.159
C -4.661 4.387 3.976 -0.200 2.439 1.826
O -4.855 5.315 4.773 0.217 -2.728 -1.976
C -5.347 2.977 4.111 0.074 0.103 1.799
F -6.706 3.123 4.079 1.633 -0.401 -0.226
F -4.906 2.134 3.193 -0.630 0.067 -0.135
F -5.016 2.410 5.342 -0.583 0.988 -1.574
H -3.428 5.409 0.518 0.035 0.313 -0.238
H -1.826 5.117 1.129 0.029 -0.113 0.239
H -2.322 6.771 0.951 -0.342 0.076 0.089
H -4.112 6.487 2.663 -0.053 -0.071 0.019
H -2.546 6.113 3.321 -0.153 -0.585 0.433
C -9.579 -7.204 -4.211 -1.681 -0.108 -0.066
C -8.134 -7.414 -3.965 0.341 -0.756 -0.337
O -7.765 -6.707 -2.814 0.765 1.680 2.074
C -6.474 -6.557 -2.485 -0.528 -0.967 -0.981
O -5.577 -7.028 -3.132 -0.041 0.691 0.867
C -6.286 -5.734 -1.155 0.356 -0.574 1.858
F -5.861 -4.494 -1.393 -0.526 -0.129 -0.348
F -7.404 -5.697 -0.367 0.873 0.136 -1.312
F -5.324 -6.295 -0.354 -0.793 0.057 -1.170
H -9.756 -7.422 -5.264 -0.320 0.075 0.048
H -10.020 -6.244 -3.942 0.687 0.451 -0.383
H -10.206 -7.861 -3.608 0.184 -0.432 -0.086
H -7.545 -7.119 -4.834 0.260 -0.002 0.220
H -7.996 -8.469 -3.731 0.430 -0.113 -0.395
C 8.051 8.276 -4.353 0.271 0.389 -1.235
C 6.961 7.962 -3.373 0.583 0.151 1.319
O 5.616 8.261 -3.739 -0.968 1.590 -0.799
C 5.232 9.540 -3.968 3.801 1.865 -0.120
O 5.933 10.587 -4.027 -2.486 -4.262 0.456
C 3.736 9.614 -4.153 -1.788 -0.853 -0.347
F 3.181 9.895 -2.936 0.276 0.079 -1.346
F 3.468 10.581 -5.063 -0.288 -1.104 1.146
F 3.148 8.409 -4.572 1.082 2.264 0.494
H 8.967 7.740 -4.108 -0.047 0.112 0.307
H 8.261 9.339 -4.475 0.015 0.031 0.559
H 7.838 7.989 -5.383 -0.425 -0.461 0.038
H 7.123 8.484 -2.430 0.246 0.257 0.003
H 6.967 6.913 -3.074 -0.276 -0.063 -0.460
C 3.503 8.044 2.660 0.103 -0.091 0.268
C 4.809 8.417 3.378 -0.259 -0.110 -1.433
O 5.465 7.324 4.043 0.005 -0.923 1.704
C 5.939 6.289 3.362 -0.103 0.796 -2.240
O 5.862 6.208 2.149 0.323 -0.544 1.553
C 6.760 5.238 4.215 -1.177 0.164 -0.073
F 6.393 3.966 3.911 0.697 1.133 -0.242
F 8.072 5.440 3.945 -1.041 -0.491 0.553
F 6.482 5.382 5.519 0.775 0.163 -0.392
H 3.108 8.917 2.140 0.182 0.128 -0.010
H 2.759 7.794 3.417 -0.033 -0.184 -0.003
H 3.570 7.230 1.938 0.246 0.084 0.157
H 4.529 9.183 4.101 0.575 -0.374 0.405
H 5.581 8.808 2.714 -0.301 0.241 -0.261
C 0.960 -7.561 -4.521 -0.019 -0.433 0.427
C 0.517 -9.051 -4.593 -0.619 1.503 -0.116
O 1.506 -9.762 -5.363 0.873 -2.314 0.581
C 1.867 -11.049 -4.962 -2.115 1.063 2.226
O 1.392 -11.619 -3.975 1.679 1.338 -2.999
C 2.897 -11.723 -5.948 0.009 0.992 1.940
F 3.257 -10.900 -6.941 0.249 -0.690 0.602
F 3.977 -12.153 -5.213 -0.826 0.794 -1.146
F 2.295 -12.778 -6.419 -0.193 -0.950 -0.890
H 0.208 -6.885 -4.114 -0.430 -0.455 0.181
H 1.189 -7.108 -5.486 0.250 -0.485 -0.122
H 1.804 -7.466 -3.839 0.233 -0.013 -0.248
H -0.445 -9.104 -5.105 0.135 -0.171 -0.453
H 0.286 -9.470 -3.614 0.767 -0.177 0.020
C -0.757 -0.551 7.855 -0.439 0.126 -0.443
C -1.068 0.122 9.224 2.041 -0.944 -0.758
O -0.928 1.545 9.215 1.476 2.043 -0.050
C 0.336 2.107 9.335 1.960 -3.740 -0.365
O 1.414 1.465 9.418 -4.112 2.510 -0.060
C 0.302 3.654 9.168 0.089 -0.208 0.621
F -0.895 4.082 8.910 -1.903 0.361 0.008
F 0.722 4.312 10.274 0.316 -0.659 -0.568
F 1.023 3.996 8.114 1.119 -0.024 -0.081
H -0.966 -1.621 7.877 -0.190 -0.033 0.432
H 0.254 -0.502 7.452 0.324 0.416 0.777
H -1.345 -0.178 7.016 -0.457 0.284 0.274
H -0.276 -0.197 9.903 -0.349 -0.512 0.291
H -2.058 -0.144 9.594 0.125 0.384 -0.092

***

Record 2
68
Properties=species:S:1:pos:R:3:forces:R:3 method="wB97M-V/def2-TZVPD" spin_multiplicity=4 max_force_ev_per_a=0.40 e_lumo_ev="-1.88 / -2.74" homo_lumo_gap_ev="8.8215 / 8.1956" charge=+1 s2=3.7609
Co 0.347 -0.442 1.356 -0.249 0.110 0.295
C 1.279 0.823 5.321 0.085 0.043 -0.021
C 2.535 0.638 4.469 -0.022 0.011 0.060
S 2.372 0.658 2.672 -0.086 0.028 -0.106
C 1.875 2.352 2.279 0.005 0.055 0.010
C 0.441 2.774 2.602 0.092 0.016 -0.034
S -0.804 1.685 1.864 -0.100 -0.137 -0.167
C -1.969 1.342 3.215 0.002 0.019 0.063
C -1.433 1.053 4.615 0.010 0.049 -0.020
S -0.112 -0.180 4.749 -0.057 -0.101 -0.062
H 0.987 1.870 5.356 -0.006 0.017 -0.001
H 1.525 0.532 6.342 0.020 0.021 0.014
H 2.989 -0.334 4.664 -0.032 -0.023 -0.004
H 3.283 1.390 4.725 -0.001 -0.015 0.040
H 2.041 2.440 1.204 -0.015 -0.003 -0.006
H 2.573 3.032 2.770 -0.012 0.008 0.005
H 0.281 3.776 2.206 0.019 0.003 -0.003
H 0.262 2.805 3.672 0.008 0.001 0.027
H -2.545 0.490 2.855 0.008 0.001 0.026
H -2.645 2.197 3.271 -0.018 -0.018 0.015
H -2.279 0.691 5.199 -0.007 -0.020 0.005
H -1.093 1.964 5.105 -0.010 0.009 0.004
O -3.080 -1.765 2.676 -0.134 0.042 0.019
C -2.198 -1.760 1.847 0.370 -0.126 0.102
O -0.920 -1.677 2.138 0.043 0.022 -0.101
C -2.523 -1.845 0.355 0.065 -0.012 -0.024
P -1.028 -1.312 -0.553 0.181 -0.170 -0.161
C -0.196 -2.902 -0.952 -0.102 0.027 -0.127
C 0.771 -3.434 -0.103 0.040 0.018 0.151
C 1.373 -4.654 -0.379 -0.052 -0.013 -0.069
C 1.014 -5.361 -1.517 0.014 0.015 0.006
C 0.049 -4.846 -2.372 0.024 0.011 0.036
C -0.549 -3.627 -2.091 -0.043 0.024 -0.044
C -1.544 -0.715 -2.193 -0.090 0.066 0.047
C -2.861 -0.389 -2.506 0.012 0.018 -0.018
C -3.186 0.102 -3.767 0.023 -0.007 0.021
C -2.199 0.274 -4.724 0.026 -0.028 0.005
C -0.880 -0.045 -4.420 -0.048 -0.001 0.029
C -0.559 -0.530 -3.164 0.066 0.003 0.000
H -3.398 -1.230 0.159 -0.015 0.042 -0.034
H -2.772 -2.876 0.098 -0.063 0.016 0.042
H 1.051 -2.929 0.815 -0.043 0.061 -0.025
H 2.114 -5.054 0.301 -0.006 0.012 -0.006
H 1.482 -6.312 -1.735 -0.009 0.003 0.003
H -0.242 -5.396 -3.258 0.003 0.006 0.001
H -1.297 -3.237 -2.771 0.006 -0.019 0.019
H -3.652 -0.527 -1.783 -0.002 -0.005 0.011
H -4.217 0.331 -4.002 -0.011 0.003 0.003
H -2.456 0.640 -5.709 0.001 0.002 -0.005
H -0.105 0.079 -5.166 0.003 -0.006 0.004
H 0.470 -0.789 -2.938 -0.026 0.026 0.005
N -1.142 3.377 -3.193 0.167 -0.034 0.034
C -0.983 2.992 -1.918 -0.100 -0.017 -0.033
N -2.062 3.086 -1.125 0.133 -0.026 0.116
S 0.489 2.402 -1.347 -0.032 0.142 -0.032
H -2.017 3.711 -3.556 -0.024 -0.017 -0.002
H -0.353 3.303 -3.810 -0.029 -0.003 -0.002
H -2.948 3.431 -1.452 0.003 0.019 -0.017
H -1.953 2.835 -0.155 -0.036 -0.025 -0.040
C 4.085 1.414 -2.158 -0.007 -0.032 0.019
C 3.659 -0.044 -1.953 -0.141 0.002 0.136
C 2.659 -0.179 -0.891 0.178 0.037 -0.158
N 1.877 -0.261 -0.059 0.025 -0.139 -0.033
H 4.803 1.457 -2.974 -0.001 0.017 0.006
H 4.560 1.808 -1.261 -0.002 -0.004 -0.005
H 3.227 2.038 -2.404 0.005 -0.017 -0.005
H 4.506 -0.675 -1.679 0.011 -0.010 0.003
H 3.222 -0.465 -2.860 -0.017 0.009 -0.016